No. 1
C13H17NO4S | ωB97M-V/def2-TZVPD

SMILES ... O=C(CC[C@H]1CCCOS1(=O)=O)Nc1ccccc1
HOMO energy ... -8.5 eV
Frontier orbital gap ... 9.1 eV
Energy relative to the best compared isomer or geometry (same formula, charge and spin) ... 82.53 kcal/mol

Each line ends with the natural charge from an NBO analysis.
Element x y z (Å)
S: 0.86069 -2.26114 -0.69273  2.309
O: 1.48985 -1.00821 0.18290  -0.691
O: 0.08890 -3.18990 0.11103  -0.898
O: -3.40269 -1.21192 1.56360  -0.543
O: 2.00604 -2.89745 -1.35656  -0.950
N: -1.12753 -0.96591 1.75396  -0.680
C: 2.38429 -0.21067 -0.62532  -0.098
C: -1.45684 1.56245 1.43230  -0.294
C: -2.37627 -1.23775 -0.58069  -0.512
C: 1.72814 0.44500 -1.89116  -0.445
C: -2.33868 -1.12301 0.98254  0.720
C: 0.38961 3.10947 2.24488  -0.246
C: -0.14874 -1.43229 -2.00422  -0.441
C: 1.14772 1.94710 2.77076  -0.210
C: 0.90549 -0.53533 -2.81021  -0.418
C: 0.58519 0.61862 2.58902  -0.235
C: -0.89682 2.91738 1.60802  -0.206
C: -0.71352 0.40060 1.89977  0.170
C: -1.21837 -0.45542 -1.32911  -0.435
H: 2.58516 0.82587 -2.52280  0.234
H: 2.12452 2.04567 3.28922  0.225
H: -0.70159 0.31748 -0.71177  0.245
H: 2.72085 0.64115 0.03549  0.214
H: 1.60315 -1.25626 -3.32333  0.239
H: -2.30305 -2.32161 -0.88467  0.254
H: 0.87253 4.10489 2.37528  0.221
H: -2.44279 1.44435 0.91606  0.229
H: 3.31059 -0.80625 -0.83715  0.214
H: -1.15559 -1.47152 2.63859  0.414
H: 1.11847 1.35365 -1.64183  0.218
H: -0.65502 -2.18560 -2.65940  0.260
H: -1.42240 3.83581 1.24916  0.225
H: -3.36263 -0.85935 -0.93901  0.241
H: 0.36446 0.03919 -3.61604  0.223
H: 1.13105 -0.28089 2.97363  0.227
H: -1.69418 0.10178 -2.19021  0.222

***

No. 2
C27H41Cl9O11 | ωB97M-V/def2-TZVPD

SMILES ... O=C1C=C(O)C(=O)C=C1O.O=C1C=C(O)C(=O)C=C1O.ClC(Cl)Cl.ClC(Cl)Cl.ClC(Cl)Cl.CCOCC.CCOCC.CCOCC
HOMO energy ... -9.4 eV
Frontier orbital gap ... 8.0 eV

Each line ends with the Löwdin charge.
Element x y z (Å)
Cl: -3.56941 -4.92612 -1.10624  0.519
Cl: -0.26209 -0.96002 -2.74107  0.524
Cl: -1.23899 -6.10453 -2.34056  0.543
Cl: -2.40580 -3.76496 -3.52830  0.511
Cl: -5.09365 -0.45377 -5.76536  0.531
Cl: -2.61911 1.08129 -5.78061  0.547
Cl: 0.33099 0.84302 -0.52896  0.576
Cl: -3.78890 0.04955 -3.25794  0.547
Cl: -0.92458 -1.75208 -0.05907  0.646
O: 5.13988 -1.45581 -2.85797  -0.181
O: 3.33563 -0.68274 3.69514  0.131
O: 0.12043 2.67751 4.34114  0.094
O: 1.23013 -2.49558 2.77009  0.067
O: -8.01737 2.95805 0.80208  0.120
O: -3.02347 1.00867 1.05227  0.093
O: 3.62247 -2.95390 1.72413  -0.210
O: -1.81465 0.82064 3.78874  0.083
O: -3.99278 2.40050 3.21874  0.093
O: -2.84561 4.17523 0.01655  -0.175
O: -7.12958 1.33898 -1.17387  0.109
C: -3.51533 -0.21596 -5.00356  -1.530
C: -0.78564 -0.39689 -1.12091  -1.508
C: 4.66546 -0.38913 -3.66164  -0.291
C: 1.75735 1.02414 3.95081  0.071
C: -4.78671 2.21153 2.16227  -0.221
C: -4.25411 3.85275 -1.83549  -0.057
C: 4.57165 -3.82625 2.34951  -0.235
C: 3.23865 -0.64133 -4.07558  -0.081
C: -5.07031 1.13444 -0.07625  0.042
C: 4.17704 -4.04076 3.78406  -0.069
C: 7.02085 -2.62094 -1.93714  -0.067
C: -1.59796 4.10339 0.67464  -0.288
C: 6.48266 -1.28959 -2.43218  -0.281
C: -6.29530 1.65894 -0.18143  -0.245
C: -4.17166 1.39676 1.03261  -0.304
C: -2.07264 -4.60615 -2.01499  -1.570
C: 3.91712 -2.67509 0.37467  -0.248
C: 1.02544 -1.23716 3.18515  -0.218
C: 2.18106 -0.35310 3.59996  -0.304
C: -0.25683 -0.80834 3.22494  0.043
C: -6.03546 2.68734 2.07834  0.076
C: -0.64625 0.49165 3.70473  -0.298
C: 0.49592 1.42986 3.99875  -0.229
C: -2.83232 3.65524 -1.32555  -0.237
C: -1.74574 4.83435 2.01412  -0.055
C: 2.93225 -1.60991 -0.10493  -0.064
C: -6.90970 2.48923 0.91247  -0.321
H: 6.67941 -2.82308 -0.92124  0.053
H: 6.50585 -0.48992 -1.68344  0.122
H: -0.85474 4.72342 2.63401  0.067
H: 2.15338 -2.59498 2.37112  0.083
H: -1.33384 3.04717 0.82839  0.081
H: 5.56648 -3.40524 2.18888  0.124
H: -4.52889 2.96414 -2.40801  0.053
H: 4.71368 0.51875 -3.04520  0.119
H: -0.78048 4.55814 0.10406  0.118
H: -2.97806 -1.14550 -5.13908  -0.014
H: 5.00200 -4.39951 4.39979  0.081
H: -4.72624 0.43302 -0.82344  0.080
H: 1.91484 -2.00351 -0.11961  0.041
H: 8.10532 -2.52062 -1.83557  0.076
H: -3.25434 1.75735 3.13406  0.070
H: -7.97777 1.78673 -0.98668  0.123
H: 3.98599 -3.54094 -0.28691  0.132
H: 2.57438 -0.83287 -3.23626  0.020
H: -4.40130 4.74051 -2.45195  0.077
H: -4.95261 3.97855 -1.01238  0.071
H: 4.87057 -2.12876 0.31127  0.110
H: -6.43021 3.23571 2.92494  0.134
H: 2.91867 0.30907 -4.51879  0.082
H: -1.73929 0.11456 -1.18634  -0.039
H: -1.40286 -3.98685 -1.43356  -0.055
H: 3.06191 -1.37769 -4.85866  0.079
H: -1.64074 5.88768 1.72545  0.075
H: 2.96889 -0.74207 0.55254  0.076
H: 3.91277 -3.10500 4.28666  0.065
H: 3.18433 -1.30952 -1.12161  0.056
H: 7.07397 -1.00732 -3.31377  0.115
H: -2.70695 4.67300 2.48604  0.068
H: -1.00278 -1.49111 2.84634  0.113
H: -2.06277 4.16871 -1.90711  0.120
H: 3.26519 -4.62430 3.91004  0.083
H: 5.29844 -0.16282 -4.52727  0.118
H: -0.85620 2.66711 4.35762  0.113
H: -2.57880 2.59005 -1.26710  0.091
H: 2.54388 1.70185 4.26020  0.135
H: 6.81426 -3.42150 -2.64072  0.082
H: 4.55159 -4.80540 1.85697  0.122

***

No. 3
C7H14NO | ωB97M-V/def2-TZVPD

Net charge ... +1
HOMO energy ... -13.9 eV
Frontier orbital gap ... 9.3 eV
Energy relative to the best compared isomer or geometry (same formula, charge and spin) ... 81.77 kcal/mol

Each line ends with the natural charge from an NBO analysis.
Element x y z (Å)
O: -2.60717 0.58274 1.01254  -0.797
N: 0.24231 -0.25584 0.79119  -0.618
C: 2.50236 0.13530 0.17424  -0.223
C: 4.88222 -0.80429 0.08198  -0.720
C: 1.16029 0.49979 0.24078  0.432
C: 3.57172 -0.36900 0.09696  0.290
C: 0.72169 1.61536 -0.70338  -0.665
C: -3.24214 -0.91846 -0.90417  -0.659
C: -3.73423 -0.00228 0.27872  -0.061
H: -4.08240 -1.65213 -1.31452  0.250
H: 0.54568 -0.93371 1.46526  0.416
H: -2.90509 0.95816 1.93203  0.503
H: 0.95651 1.40169 -1.74953  0.277
H: -4.35670 0.77299 -0.08824  0.185
H: 5.23974 -0.82122 -1.00445  0.277
H: -2.53702 -1.74887 -0.66335  0.213
H: -2.74715 -0.36167 -1.66114  0.211
H: 4.90931 -1.78725 0.47551  0.268
H: 1.46814 2.43960 -0.37280  0.258
H: 5.37098 -0.03521 0.56698  0.277
H: -0.72973 -0.05243 0.86022  0.461
H: -0.20930 2.02341 -0.51154  0.250
H: -4.42001 -0.68668 0.99670  0.177

***

No. 4
C5H13NO | ωB97M-V/def2-TZVPD

SMILES ... CN[C@@H](C)[C@H](C)O
HOMO energy ... -8.0 eV
Frontier orbital gap ... 8.9 eV
Energy relative to the best compared isomer or geometry (same formula, charge and spin) ... 66.99 kcal/mol

Each line ends with the natural charge from an NBO analysis.
Element x y z (Å)
O: 1.06736 -0.39599 1.66042  -0.712
N: -1.23422 -0.41804 -0.29915  -0.694
C: -0.09038 1.75115 0.05985  -0.634
C: 1.42510 -0.27782 0.25145  0.079
C: 1.90419 -1.59558 -0.26921  -0.642
C: -2.59358 -0.09225 -0.31287  -0.391
C: 0.17562 0.35863 -0.47442  -0.021
H: -2.90872 0.05758 -1.42784  0.186
H: -1.00365 2.16774 -0.40611  0.225
H: -0.18418 1.62221 1.15232  0.204
H: 2.14493 0.50331 0.06155  0.168
H: -3.23558 -0.93763 0.15256  0.214
H: 2.31175 -1.59666 -1.22982  0.219
H: -1.11068 -1.01800 0.52218  0.362
H: 2.57570 -2.24127 0.40696  0.228
H: 0.42727 0.52364 -1.52151  0.185
H: -2.79094 0.90341 0.40625  0.136
H: 1.02883 -2.21554 -0.44487  0.222
H: 0.76941 2.44151 -0.22070  0.200
H: 1.32178 0.45959 1.93294  0.465

***

No. 5
C35H59AsBaF6N2O9PSSe | ωB97M-V/def2-TZVPD

Spin multiplicity ... 2
Net charge ... -2
HOMO energy (spin up / spin down) ... -2.3 / -2.3 eV
Frontier orbital gap (spin up / spin down) ... 6.1 / 6.1 eV
Energy relative to the best compared isomer or geometry (same formula, charge and spin) ... 0.00 kcal/mol

Each line ends with the Löwdin charge.
Element x y z (Å)
Ba: 0.33744 -0.76897 -1.74540  1.845
Se: -1.77702 1.40560 -0.28363  1.064
As: -1.58788 -2.49048 -4.64018  0.737
S: 1.99617 2.36860 -3.34038  0.407
P: 2.56426 -1.85468 -4.20711  0.825
F: -1.05267 -0.89614 -4.04917  -0.399
F: -2.03919 -4.07910 -5.18163  -0.257
F: -2.54927 -1.74198 -5.86848  -0.246
F: -0.22301 -2.51351 -5.73517  -0.260
F: -2.91175 -2.46087 -3.53957  -0.231
F: -0.55552 -3.19852 -3.39796  -0.322
O: 1.87375 3.22986 -2.20303  -0.276
O: 3.71537 -1.57010 -3.09313  -0.343
O: -1.39665 -1.67433 -0.16976  -0.388
O: 3.05835 2.62655 -4.27141  -0.297
O: 1.15405 0.51394 0.26374  -0.366
O: 1.78045 0.95778 -3.06016  -0.536
O: 3.11231 -3.23668 -4.90816  -0.287
O: 3.03135 -0.82372 -5.35498  -0.288
O: 0.64369 2.74320 -4.31526  -0.157
N: 2.34978 -2.37665 -0.29755  -0.014
N: -1.67950 2.91211 -4.13433  0.107
C: 0.05365 3.72400 2.65577  -0.196
C: -2.65094 -3.69908 1.44260  -0.536
C: 3.31720 1.94042 1.69528  -0.523
C: 4.99201 -0.99776 -3.39663  -0.280
C: -3.00894 -4.18678 0.02998  -0.041
C: -0.84368 3.14767 1.77084  -0.085
C: -0.53896 2.71209 -3.71839  -0.286
C: 5.76125 -0.86913 -2.10120  -0.069
C: 0.48720 6.09402 3.36281  -0.058
C: 1.82101 2.29118 1.71478  -0.088
C: -4.69648 -0.35491 5.08777  -0.059
C: -3.85717 -1.71807 2.48560  -0.005
C: 2.78152 -4.98408 -3.23278  -0.081
C: -6.54981 -0.57938 3.42561  -0.060
C: -2.61314 0.08548 0.84407  -0.400
C: 1.88841 -0.65747 -7.48546  -0.075
C: -3.45753 -4.53776 2.43818  -0.088
C: 0.85670 1.58165 0.92184  -0.404
C: 2.37949 -4.42705 -4.58459  -0.315
C: -2.94865 -2.20247 1.56359  -0.091
C: -0.46270 2.11649 0.92682  -0.400
C: -0.02787 4.35168 5.08002  -0.059
C: 2.02709 -0.09690 -6.08640  -0.294
C: -1.80887 5.17834 3.56730  -0.075
C: -5.18583 0.07211 3.69596  -0.563
C: -5.37920 1.58936 3.71283  -0.076
C: 1.37499 3.27477 2.58148  -0.008
C: 3.82286 1.45063 0.32892  -0.058
C: -2.27098 -1.28163 0.69046  -0.414
C: 4.17479 3.17219 2.02835  -0.073
C: 3.58453 0.85337 2.74463  -0.046
C: -4.17735 -0.36341 2.63456  -0.198
C: -3.53957 0.52122 1.78109  -0.084
C: -1.16249 -3.96337 1.72218  -0.048
C: -0.32410 4.82157 3.64818  -0.563
H: 2.35393 0.94188 -6.08941  0.104
H: 3.97017 3.97783 1.32095  0.094
H: 4.01129 3.55106 3.03832  0.063
H: -2.07430 5.55233 2.57717  0.084
H: 5.23241 2.90609 1.95185  0.073
H: -0.54232 -3.39191 1.03554  0.064
H: -0.94309 -5.02998 1.60446  0.075
H: 1.55895 5.90472 3.43897  0.072
H: -3.20022 -5.59183 2.30442  0.075
H: -0.28314 5.13148 5.80557  0.073
H: 4.64374 0.57276 2.75543  0.076
H: -4.07915 -4.05960 -0.15230  0.087
H: 3.15846 -2.16416 -0.87569  -0.008
H: 5.90537 -1.84700 -1.63612  0.075
H: -4.53332 -4.43361 2.27706  0.078
H: -3.23490 -4.26661 3.47337  0.077
H: 1.16367 -0.06458 -8.04729  0.076
H: -7.28008 -0.28289 4.18614  0.073
H: -6.92549 -0.27813 2.44600  0.086
H: 1.07418 -0.14961 -5.55456  0.088
H: -2.43684 4.31160 3.78192  0.076
H: 2.26785 -5.92973 -3.04766  0.075
H: 2.51137 -3.25522 0.17664  0.022
H: -0.60761 3.45635 5.31262  0.086
H: 3.44357 0.46568 0.08525  0.052
H: -4.35545 -2.42782 3.13598  0.085
H: 1.53065 -1.68611 -7.44978  0.064
H: 2.09997 3.74917 3.23233  0.088
H: -2.76899 -5.25038 -0.07263  0.077
H: 1.30823 -4.21767 -4.60600  0.078
H: -4.56367 -1.43622 5.14595  0.071
H: 4.91813 1.41455 0.35713  0.074
H: 6.74205 -0.42673 -2.28572  0.074
H: 2.26501 -1.64473 0.40623  -0.006
H: 3.30548 1.20074 3.74279  0.079
H: 3.85956 -5.15057 -3.18960  0.073
H: 0.22896 6.88621 4.07382  0.073
H: 5.51551 -1.64145 -4.11018  0.116
H: -2.46482 -3.62812 -0.72745  0.068
H: 1.02789 4.10514 5.20316  0.072
H: -4.44103 2.10587 3.92412  0.077
H: 2.84653 -0.62763 -8.00761  0.071
H: 3.51466 2.12822 -0.46903  0.085
H: 2.50388 -4.28919 -2.43784  0.052
H: 2.99262 -0.03644 2.51960  0.079
H: -5.75807 1.95341 2.75622  0.084
H: 0.28581 6.45288 2.35196  0.088
H: 4.83851 -0.02245 -3.86103  0.114
H: -5.41477 -0.05740 5.85916  0.073
H: -3.73457 0.11098 5.30951  0.087
H: -1.77775 3.10149 -5.13446  0.057
H: -6.47395 -1.66780 3.43183  0.072
H: -3.74097 1.58401 1.82695  0.082
H: 5.21907 -0.22836 -1.40695  0.053
H: 2.60232 -5.13692 -5.38316  0.111
H: -1.87294 3.47922 1.71819  0.082
H: -6.10020 1.86120 4.48908  0.076
H: -0.91331 -3.67224 2.74664  0.084
H: -2.04182 5.95743 4.29872  0.076

***

No. 6
CH2N5S | ωB97M-V/def2-TZVPD

Net charge ... -1
HOMO energy (spin up / spin down) ... -4.5 / -4.5 eV
Frontier orbital gap (spin up / spin down) ... 7.2 / 7.2 eV
Energy relative to the best compared isomer or geometry (same formula, charge and spin) ... 27.24 kcal/mol

Each line ends with the natural charge from an NBO analysis.
Element x y z (Å)
S: -3.35500 0.44208 -0.91209  0.249
N: 1.58734 -1.20452 1.30994  -0.167
N: 0.07742 -0.12173 0.27624  -0.429
N: -2.13363 1.27547 -0.42878  -0.749
N: 2.18703 -0.70665 0.22792  -0.381
N: 0.34730 -0.86207 1.34061  -0.149
C: 1.22875 -0.04346 -0.39812  0.057
H: -1.28755 0.71460 -0.10282  0.397
H: 1.34834 0.50628 -1.31289  0.171